No. 1
Density functional theory data (ωB97M-V/def2-TZVPD) for a molecular structure, C7H11BrO5PtS at a distorted geometry.

Each line ends with the natural charge from an NBO analysis.
Atoms and positions in Å:
O  0.05650  0.81642  0.96895  -0.649
H  -2.98917  1.19852  -0.64770  0.333
C  -0.65301  -0.31382  -1.29430  -0.480
O  3.73777  -1.17261  1.50625  -0.375
S  -1.52564  1.26917  1.42745  2.066
C  1.67332  1.04632  -1.08993  -0.435
H  2.98445  1.52790  0.77604  0.316
H  0.07206  -1.18687  -1.60498  0.277
Pt  -2.39481  -4.70250  1.35519  0.933
O  -1.76754  0.81788  2.91176  -0.721
O  1.75626  -1.85993  0.30585  -0.700
C  2.78889  -0.84391  0.59614  0.788
Br  -1.61575  -2.27652  0.87214  0.236
C  -2.73653  0.43187  0.22901  -0.655
C  -1.99010  -0.84490  -0.48909  -0.245
H  1.72905  0.44787  -2.11441  0.253
H  -3.69481  0.13766  0.85794  0.324
H  -1.05555  0.14339  -2.32066  0.292
H  1.83426  2.18937  -1.39390  0.281
H  -2.73120  -1.32844  -1.29041  0.304
O  -1.70153  2.83583  1.37858  -0.739
H  3.89227  0.70752  -0.66003  0.312
H  1.72983  -2.51397  1.06696  0.523
C  2.87259  0.66466  -0.04026  -0.523
H  -0.42444  1.90240  -0.81084  0.234
C  0.15283  0.90669  -0.49574  0.051

Calculated values
* charge: +2
* highest occupied orbital energy: -16.70 eV
* E_LUMO: -14.23 eV
* gap between HOMO and LUMO: 2.47 eV

=====

No. 2
Density functional theory data (ωB97M-V/def2-TZVPD) for a molecular structure, C40H57P3PdSSiTe.

Each line ends with the Mulliken charge.
Atoms and positions in Å:
C  4.09833  2.76197  -0.88929  0.081
C  2.80831  3.34037  1.30248  0.251
H  -3.21598  -2.89101  3.98250  0.353
C  1.67994  -1.80281  -1.58030  -0.892
C  -1.80061  2.62395  1.58121  1.306
H  1.14187  -0.24293  3.68107  0.346
H  -1.86974  -4.53143  2.71299  0.414
H  1.15841  -0.22786  -4.61517  0.324
C  1.82671  0.88354  0.22421  -0.466
H  -3.16368  0.90676  1.48000  0.127
H  -0.96076  4.64915  1.81364  0.358
C  2.81059  -2.58636  1.71326  -0.379
C  -2.15437  -4.09029  1.75785  -1.714
C  2.35217  -3.35790  -3.81158  -0.760
H  2.89992  4.40804  -0.57105  0.412
C  0.87236  2.06903  0.39318  -0.003
H  -2.80274  -4.17762  -1.74189  0.612
C  2.98203  -3.51765  2.72526  -1.132
H  3.67918  -2.29169  1.13499  0.350
C  0.47182  -2.45579  2.22061  -0.549
H  -4.30520  -2.38882  -2.75620  0.539
H  0.51304  0.81387  2.41906  0.097
C  3.34107  2.04016  1.82548  -1.888
H  0.73353  4.05816  1.06047  0.444
P  -0.96013  2.01546  0.02179  1.212
H  -1.84712  0.29156  3.29305  0.505
H  0.36240  1.23401  -5.19369  0.560
H  -3.88569  2.42465  0.95781  0.335
H  -2.38904  4.31517  2.76969  0.503
C  5.88638  4.43419  -0.34066  -0.544
C  3.62034  3.83546  0.03759  0.065
Te  3.07003  1.12816  -1.59249  0.713
H  -3.01370  -4.64709  1.38193  0.459
C  2.93057  -2.42912  -1.67406  -0.435
C  1.36348  3.18821  0.91819  -1.556
H  3.30112  -0.04152  1.63373  0.415
H  -1.32976  -4.23273  1.06415  0.279
C  -1.16816  3.45185  -1.13165  0.585
C  0.46599  0.56952  -4.33395  -1.189
C  0.30238  0.39510  3.40120  -2.517
H  -0.31940  -1.74805  5.00118  0.328
H  -1.19036  2.21402  2.38301  0.004
H  -1.58799  0.14404  -5.99684  0.507
C  -1.01028  -0.39368  3.44436  1.186
H  2.02320  -4.67787  4.25310  0.483
H  0.26149  1.21904  4.11652  0.678
H  -3.60206  -1.32866  -1.53697  0.089
H  0.92539  1.14062  -3.53079  -0.152
Si  1.08450  -0.93997  -0.00655  3.716
C  0.64142  -3.40045  3.23281  -0.553
H  -2.07507  -1.53180  4.99657  0.343
H  -1.97820  -2.95868  -0.72710  -0.033
C  -1.97585  -3.46822  -1.69524  -1.569
C  -3.19450  1.98264  1.67373  -1.441
C  4.77832  4.73024  0.33131  -0.804
C  -3.49522  -1.68265  -2.56943  -1.451
H  -3.63752  -0.82713  -3.22848  0.342
H  4.23725  -3.66954  -2.83494  0.469
C  -0.90229  0.00769  -3.97056  0.982
C  -2.13892  -2.37500  -2.74751  0.354
H  0.84489  3.40468  -1.98357  -0.252
H  -3.33738  3.57610  -0.84619  0.281
H  0.40408  -2.89074  -4.54511  0.360
H  -0.96991  4.34720  -0.53435  0.800
H  4.10537  2.04576  2.59175  0.488
S  5.67434  2.98661  -1.31734  0.000
H  -0.19972  -3.72394  3.83208  0.529
H  -3.61413  2.14076  2.66889  0.477
H  -3.80852  -1.39594  3.23436  0.344
H  -4.47765  -2.95553  2.76606  0.486
C  2.89469  0.90337  1.30025  0.381
H  -3.03423  -2.29348  1.00684  -0.074
H  2.90937  4.13227  2.04429  0.901
C  1.89367  -3.93713  3.47562  -1.064
C  -2.54017  -2.61991  1.93082  1.528
C  0.77361  -1.97013  -2.63116  -0.279
H  3.64912  -2.33192  -0.87040  0.290
C  1.11283  -2.74568  -3.73895  -0.357
H  -2.55187  4.60387  1.04887  0.287
C  -1.92042  4.13351  1.80135  -1.597
C  -3.55930  -2.44114  3.05310  -1.603
H  -0.90500  -1.42590  -5.61863  0.243
H  -0.38351  2.53936  -2.91833  -0.174
Pd  -1.07904  -0.48933  -0.17683  -1.387
H  -1.55408  0.82605  -3.64219  0.133
H  6.84010  4.93844  -0.34422  0.494
H  2.60334  -3.97063  -4.66708  0.497
P  -1.04663  -1.51436  1.95954  0.322
C  1.54911  -2.04841  1.43621  0.247
H  -2.83933  2.61045  -2.23261  0.111
H  4.69000  5.57075  1.00441  0.461
H  -2.52800  -1.00636  -5.06560  0.379
C  -1.52508  -0.62083  -5.22154  -1.592
P  -0.82350  -1.11569  -2.47969  1.100
H  -1.03655  -4.01170  -1.80301  0.283
C  3.26811  -3.19209  -2.78030  -1.185
C  -1.12699  -1.03793  4.82614  -1.629
H  3.96381  -3.92736  2.92139  0.478
H  -0.34883  4.29405  -2.93428  0.621
H  -2.04302  -2.78700  -3.75305  0.856
H  -2.73915  4.37246  -2.29234  0.510
C  -0.19915  3.41719  -2.30240  -0.913
C  -2.60679  3.50332  -1.64686  -1.390
H  -1.02769  -0.25538  5.58050  0.506

Calculated values
* charge: +2
* highest occupied orbital energy (alpha / beta): -12.63 / -12.63 eV
* E_LUMO (alpha / beta): -6.68 / -6.68 eV
* gap between HOMO and LUMO (alpha / beta): 5.95 / 5.95 eV

=====

No. 3
Density functional theory data (ωB97M-V/def2-TZVPD) for a molecular structure, C24H36P2PbSi at a distorted geometry.

Each line ends with the natural charge from an NBO analysis.
Atoms and positions in Å:
C  -1.47346  -2.86591  -4.11804  -0.847
H  -4.25602  2.50818  -2.03029  0.211
H  -0.48311  -2.59299  -3.75089  0.211
C  -0.89939  1.51878  -3.75827  -0.149
H  -0.32128  -3.05942  0.37549  0.252
H  -0.99758  -2.54844  1.93573  0.232
H  2.48895  -1.75444  3.73014  0.237
H  -2.81400  0.76844  -0.99792  0.207
H  -2.35867  1.09946  5.49856  0.238
C  2.20278  -1.48765  -2.81877  -0.164
H  1.35661  0.08743  4.16758  0.237
H  2.70678  -3.88963  1.33994  0.229
H  0.46416  -1.05733  5.22801  0.226
H  -1.41132  -3.86574  -4.56122  0.206
C  2.69222  -2.84597  0.98248  -0.949
H  -1.41895  2.99213  -5.25396  0.211
H  -2.80634  -1.52554  3.89955  0.223
C  3.57254  0.96179  -2.70923  -0.196
C  -0.10075  -2.95286  1.44602  -0.938
P  1.33876  -1.82582  1.65220  0.856
H  -0.71534  -1.73195  -1.92132  -0.180
H  -1.85960  2.89511  3.12850  0.214
H  2.12403  3.30369  1.34884  0.226
H  1.07869  -2.88671  3.81864  0.223
C  -2.97409  2.80380  -3.75787  -0.209
C  -1.50553  0.42592  5.44378  -0.952
H  -1.77576  -0.54464  5.88235  0.207
C  1.42205  -1.89750  3.47333  -0.727
H  -1.79432  -2.14313  -4.87201  0.218
H  2.59174  -2.84240  -0.10544  0.257
C  -3.33534  2.20654  -2.54115  -0.218
C  -1.74148  2.47555  -4.34285  -0.234
H  -3.63192  3.54692  -4.22393  0.213
H  3.96761  -2.24568  -3.80252  0.210
H  0.16002  -3.91414  1.90500  0.227
C  -1.29268  0.86727  -2.56270  -0.489
H  1.81140  1.74634  -1.68857  0.224
C  1.56236  -0.33549  -2.29619  -0.491
C  0.34536  2.93561  2.67034  -0.373
C  0.06966  3.46958  0.43585  -0.383
H  -0.67134  0.86032  6.00552  0.236
C  -2.52132  1.22800  -1.95332  -0.202
H  1.67877  -2.45233  -2.79156  0.203
C  4.17127  -0.13949  -3.33395  -0.231
H  -3.33034  -0.02700  3.07459  0.255
H  5.16210  -0.04566  -3.78919  0.215
H  -2.17029  3.53830  0.52183  0.226
H  0.78934  2.78662  3.64931  0.215
H  -2.19572  -2.88748  -3.29963  0.212
C  -1.22251  3.34884  1.02130  -0.336
C  0.64430  -0.76629  4.17446  -0.683
H  0.27497  3.76515  -0.58926  0.228
H  3.67863  -2.39669  1.19265  0.247
C  2.27508  0.87979  -2.18483  -0.222
H  4.10632  1.91390  -2.63369  0.211
C  -2.50595  -0.76899  3.17912  -0.955
C  1.04403  3.21006  1.45261  -0.327
H  0.08509  1.30471  -4.19577  0.209
Pb  -0.14128  0.62863  1.04242  0.955
C  3.49036  -1.36798  -3.35953  -0.231
C  -1.06538  3.00903  2.39793  -0.341
H  -2.36211  -1.19786  2.19189  0.223
Si  -0.19244  -0.36347  -1.73163  0.644
P  -1.01041  0.14077  3.70952  0.751

Calculated values
* highest occupied orbital energy: -5.87 eV
* E_LUMO: -0.08 eV
* energy relative to the best compared isomer or geometry (same formula, charge and spin): 0.000 eV
* gap between HOMO and LUMO: 5.79 eV

=====

In the order shown, the computed total energy values come out to -101767.08781; -99745.17517; -57171.61128 eV.